(1)
Molecular formula: C3H5ClO2
Method: DFT, the ωB97M-V functional and the def2-TZVPD basis

Cartesian coordinates (Å):
C (2.039, 0.075, 0.287)
C (1.383, -0.884, -0.521)
C (-1.985, 0.280, -0.257)
O (2.696, -1.117, -0.148)
O (0.329, -1.611, -0.148)
Cl (-3.132, -0.955, 0.175)
H (2.483, 0.978, -0.051)
H (1.859, 0.261, 1.335)
H (-2.083, 1.133, 0.373)
H (-0.924, -0.086, -0.426)
H (0.642, -2.599, -0.167)

## Properties
**Energy relative to the best compared isomer or geometry (same formula, charge and spin)**: 603.7 kJ/mol
**HOMO (spin up / spin down)**: -8.72 / -8.47 eV
**Charge**: 0
**Orbital gap (spin up / spin down)**: 8.64 / 8.33 eV

---

(2)
Molecular formula: C5H5NO
Method: DFT, the ωB97M-V functional and the def2-TZVPD basis

Cartesian coordinates (Å):
O (-1.653, -0.332, -0.960)
C (-1.105, -0.759, 0.268)
C (0.160, -0.156, 0.743)
C (0.400, 1.163, 0.459)
C (0.531, 2.373, 0.269)
C (1.620, -1.234, -0.397)
N (2.623, -1.648, -0.002)
H (-1.568, 0.632, -1.002)
H (-1.759, -0.516, 1.135)
H (-1.061, -1.852, 0.224)
H (0.866, -1.022, -1.151)
H (0.946, 3.350, 0.415)

## Properties
**Energy relative to the best compared isomer or geometry (same formula, charge and spin)**: 632.5 kJ/mol
**HOMO (spin up / spin down)**: -8.76 / -8.76 eV
**Charge**: 0
**Orbital gap (spin up / spin down)**: 7.02 / 7.02 eV

---

(3)
Molecular formula: CH3Cl2FN2OS2
Method: DFT, the ωB97M-V functional and the def2-TZVPD basis

Cartesian coordinates (Å):
C (1.241, 0.942, -0.847)
N (0.698, 0.447, 0.382)
N (-1.204, -1.268, 0.341)
O (-1.488, 0.848, -0.943)
F (1.271, 0.695, 1.623)
S (-2.569, -1.947, -0.052)
S (-1.065, 0.465, 0.389)
Cl (0.275, -2.348, 0.102)
Cl (-1.136, -1.057, 2.626)
H (1.783, 0.106, -1.325)
H (0.284, 1.230, -1.415)
H (1.909, 1.887, -0.881)

## Properties
**Energy relative to the best compared isomer or geometry (same formula, charge and spin)**: 541.2 kJ/mol
**HOMO**: -9.69 eV
**Charge**: 0
**Orbital gap**: 6.89 eV

---

(4)
Molecular formula: C31H32CeF4N7O4S
Method: DFT, the ωB97M-V functional and the def2-TZVPD basis

Cartesian coordinates (Å):
Ce (-0.160, 0.051, -0.674)
C (2.346, -2.756, -1.379)
N (1.262, -2.361, -0.470)
C (1.752, -2.486, 0.909)
C (0.164, -3.315, -0.731)
C (-1.115, -3.084, 0.076)
N (-1.625, -1.744, -0.179)
C (-2.794, -1.403, 0.345)
C (-3.340, -0.128, 0.022)
F (-2.548, 0.690, -0.807)
C (-4.553, 0.349, 0.451)
F (-4.953, 1.578, 0.069)
C (-5.367, -0.419, 1.265)
C (-4.876, -1.665, 1.634)
F (-5.632, -2.425, 2.451)
C (-3.660, -2.151, 1.206)
F (-3.289, -3.379, 1.662)
H (2.557, -3.831, -1.281)
H (3.256, -2.207, -1.146)
H (2.051, -2.560, -2.410)
H (2.123, -3.501, 1.102)
H (0.960, -2.244, 1.622)
H (2.574, -1.784, 1.065)
H (0.515, -4.342, -0.538)
H (-0.080, -3.219, -1.795)
H (-0.919, -3.239, 1.143)
H (-1.847, -3.839, -0.243)
H (-6.324, -0.069, 1.600)
C (-0.728, -3.990, 3.924)
C (-0.671, -2.510, 4.011)
N (-0.488, -1.684, 3.008)
C (-0.499, -0.422, 3.528)
C (-0.698, -0.493, 4.897)
N (-0.804, -1.831, 5.172)
C (-0.767, 0.477, 6.017)
O (-0.658, 1.751, 5.724)
O (-0.907, 0.058, 7.146)
C (-0.305, 0.767, 2.661)
O (-0.327, 1.901, 3.170)
O (-0.110, 0.557, 1.427)
H (-0.054, -4.348, 3.149)
H (-1.738, -4.306, 3.667)
H (-0.449, -4.434, 4.877)
H (-0.947, -2.186, 6.107)
H (-0.538, 1.917, 4.726)
C (-1.091, 3.331, -0.244)
C (-0.802, 3.266, -1.715)
C (-0.926, 4.439, -2.486)
C (-0.806, 4.369, -3.844)
C (-0.536, 3.127, -4.453)
C (-0.454, 2.992, -5.849)
C (-0.161, 1.772, -6.398)
C (0.094, 0.676, -5.580)
C (0.039, 0.763, -4.198)
S (0.470, -0.643, -3.275)
C (-0.326, 2.006, -3.599)
N (-0.479, 2.101, -2.250)
H (-0.729, 4.266, 0.181)
H (-0.646, 2.487, 0.302)
H (-2.174, 3.302, -0.091)
H (-1.122, 5.374, -1.985)
H (-0.914, 5.248, -4.464)
H (-0.629, 3.859, -6.468)
H (-0.104, 1.654, -7.468)
H (0.347, -0.279, -6.012)
C (5.386, -0.132, -1.606)
C (4.242, 0.668, -1.105)
C (4.212, 1.707, -0.199)
C (2.858, 2.037, -0.031)
N (2.102, 1.240, -0.787)
N (2.960, 0.413, -1.430)
C (2.287, 3.108, 0.826)
H (6.300, 0.450, -1.540)
H (5.234, -0.440, -2.636)
H (5.518, -1.027, -0.998)
H (5.051, 2.173, 0.270)
H (2.592, -0.180, -2.179)
H (3.087, 3.660, 1.310)
H (1.640, 2.682, 1.592)
H (1.692, 3.795, 0.226)

## Properties
**Spin multiplicity**: 2
**HOMO (spin up / spin down)**: -7.35 / -7.36 eV
**Charge**: 0
**Orbital gap (spin up / spin down)**: 7.21 / 7.23 eV

---

(5)
Molecular formula: C9H20N3OP
Method: DFT, the ωB97M-V functional and the def2-TZVPD basis

Cartesian coordinates (Å):
C (1.153, -0.915, -0.535)
C (-2.975, 0.108, -1.265)
C (2.244, -1.765, -0.079)
C (-2.687, 0.212, 0.202)
C (2.409, -2.229, 1.318)
C (2.870, -2.659, -1.210)
C (-2.756, 1.473, 0.967)
C (-2.850, -1.021, 1.071)
C (2.044, 3.270, -0.766)
N (2.335, -0.377, -0.551)
N (-1.622, 0.248, -0.802)
N (1.585, 2.147, -0.039)
O (4.226, 1.437, -0.081)
P (2.871, 1.088, 0.424)
H (0.116, -0.832, -0.881)
H (-1.045, 1.030, -0.991)
H (-3.357, -0.920, -1.516)
H (-3.357, 1.016, -1.635)
H (3.464, -2.093, 1.609)
H (2.346, -3.253, 1.447)
H (1.552, -1.775, 2.042)
H (3.775, -3.218, -0.804)
H (3.408, -2.096, -1.976)
H (2.180, -3.431, -1.640)
H (-3.794, 1.921, 1.241)
H (-2.296, 2.410, 0.418)
H (-2.288, 1.448, 1.876)
H (-3.809, -0.934, 1.382)
H (-2.101, -1.209, 1.905)
H (-2.691, -1.878, 0.497)
H (2.218, 4.234, -0.092)
H (2.930, 3.032, -1.212)
H (1.233, 3.427, -1.442)
H (0.726, 2.291, 0.507)

## Properties
**HOMO (spin up / spin down)**: -7.05 / -7.05 eV
**Charge**: 0
**Orbital gap (spin up / spin down)**: 6.85 / 6.85 eV

---

(6)
Molecular formula: C3H2Cl2O
Method: DFT, the ωB97M-V functional and the def2-TZVPD basis

Cartesian coordinates (Å):
C (1.266, -0.606, 0.846)
C (0.011, -0.396, 0.436)
C (2.397, -1.237, 1.240)
O (2.169, 0.063, 1.815)
Cl (0.054, -2.886, 2.617)
Cl (3.425, -2.413, 1.268)
H (-0.722, 0.433, 0.551)
H (-0.468, -1.183, -0.129)

## Properties
**Energy relative to the best compared isomer or geometry (same formula, charge and spin)**: 545.0 kJ/mol
**HOMO (spin up / spin down)**: -8.76 / -8.09 eV
**Charge**: 0
**Orbital gap (spin up / spin down)**: 6.29 / 4.99 eV

---

no.,M (g/mol)
1,108.52
2,95.10
3,213.09
4,814.82
5,217.25
6,124.95